Record 1
20
Properties=species:S:1:pos:R:3:forces:R:3:mulliken_charge:R:1 method="wB97M-V/def2-TZVPD" fmax_ev_per_a=1.53 e_above_lowest_kcal_mol=6.7 smiles=Cc1c[nH]cn1.CC orbital_gap_ev=9.5 charge=0 e_lumo_ev=0.9 homo_ev=-8.64 total_energy_ha=-345.317210
C 0.6136 -2.1634 -0.4410 0.4 0.3 0.6 -0.294
C 0.8456 -2.6083 0.9990 0.8 0.6 0.0 -0.990
H -0.3838 -1.7507 -0.5521 -0.2 -0.5 -0.3 -0.090
H 1.2844 -1.3318 -0.6836 0.0 -0.3 -0.1 0.093
H 0.8329 -3.0150 -1.0774 -0.3 0.2 -0.5 0.373
H 0.4715 -3.6103 1.1763 -0.3 0.1 0.3 0.303
H 0.4944 -1.8661 1.7091 -0.6 -0.2 0.2 0.298
H 1.9147 -2.5959 1.2182 0.2 -0.4 -0.2 0.286
C -1.9131 0.3926 -0.6947 -0.4 0.1 0.2 -1.251
C 0.4111 1.3927 -0.5717 0.6 0.0 -0.7 -0.562
C -0.8684 1.2981 -0.1372 0.0 -0.1 -0.2 0.790
C -0.0158 2.9951 0.8424 1.5 0.1 0.2 -0.228
N 0.9796 2.4696 0.0561 -0.8 0.1 0.2 -0.094
N -1.1037 2.2988 0.7689 -0.8 0.2 0.5 -0.645
H 0.9493 0.8591 -1.3297 0.0 -0.2 -0.1 0.457
H 1.8057 2.9594 -0.2356 0.2 -0.2 0.1 0.222
H -1.4816 -0.1712 -1.5140 -0.2 0.1 -0.3 0.328
H -2.7751 0.9836 -1.0202 0.2 0.0 -0.3 0.340
H 0.2803 3.8021 1.5031 -0.7 0.1 0.0 0.367
H -2.3417 -0.3384 -0.0158 0.2 -0.1 0.5 0.295

=====

Record 2
20
Properties=species:S:1:pos:R:3:forces:R:3:mulliken_charge:R:1 method="wB97M-V/def2-TZVPD" fmax_ev_per_a=4.49 e_above_lowest_kcal_mol=36.2 smiles=Cc1c[nH]cn1.CC orbital_gap_ev=9.3 charge=0 e_lumo_ev=0.8 homo_ev=-8.45 total_energy_ha=-345.270158
C 2.7741 2.2641 -2.4685 -3.8 0.2 0.2 -0.678
C 3.7125 1.1779 -1.9670 2.2 -0.4 -0.7 -0.718
H 1.7901 2.3099 -1.7957 2.0 -0.3 -1.2 0.141
H 2.9956 3.3464 -2.5428 1.0 -0.8 0.3 0.302
H 2.3632 2.0119 -3.4866 0.4 0.1 0.9 0.224
H 3.2159 0.2537 -1.6499 -0.4 0.7 0.7 0.251
H 4.4665 1.5580 -1.1751 -1.3 -0.9 -1.3 0.232
H 4.2703 0.6820 -2.8446 -0.2 1.3 1.1 0.244
C -1.4888 -2.4811 -0.2440 -2.1 -0.1 -3.4 -0.809
C -0.4889 0.5552 1.2790 -1.4 -3.3 -1.8 -0.323
C -1.4105 -1.2970 0.6326 -1.4 0.2 1.4 0.606
C -2.3251 -0.7533 1.5704 3.9 1.6 -1.5 -0.721
N -0.3319 -0.5306 0.4261 0.6 3.4 2.4 -0.510
N -1.6527 0.4810 1.9411 -2.0 -0.8 0.8 -0.057
H 0.1054 1.3937 1.4154 1.3 1.1 -0.1 0.452
H -2.0119 1.2302 2.6001 0.7 -1.6 -1.3 0.242
H -3.2766 -1.0707 1.8715 -0.9 -0.1 0.6 0.417
H -0.7890 -2.2265 -1.1274 -0.9 -0.8 1.5 0.250
H -2.5652 -2.4228 -0.7870 2.2 -0.6 1.3 0.216
H -1.3125 -3.5136 0.1362 -0.1 1.0 0.0 0.238

=====

Record 3
20
Properties=species:S:1:pos:R:3:forces:R:3:mulliken_charge:R:1 method="wB97M-V/def2-TZVPD" fmax_ev_per_a=2.75 e_above_lowest_kcal_mol=128.4 orbital_gap_ev="7.8 / 7.8" charge=0 e_lumo_ev="0.3 / 0.3" homo_ev="-7.50 / -7.50" total_energy_ha=-345.123301
C -0.4016 -1.4906 -0.0856 -0.2 -1.0 -1.5 0.732
C -1.8032 -1.0361 0.2176 0.1 0.4 0.4 -1.183
N 0.0366 -2.5669 0.6672 0.1 0.3 0.0 -0.479
N 0.1372 -1.1336 -1.2070 -0.3 -0.2 0.8 -0.781
C 0.8437 0.2900 1.4609 1.0 1.7 -0.9 -0.381
C 1.3638 1.1980 0.7842 -0.1 -1.3 2.4 -0.378
C 0.8056 1.6827 -1.0750 -1.6 -0.2 -2.0 -0.518
C -0.1842 2.6128 -0.9917 0.7 -0.1 0.6 -0.594
H 0.9983 -2.8524 0.5517 -0.2 0.1 0.1 0.221
H -0.3580 -2.6888 1.5842 0.1 0.0 0.0 0.230
H 1.0359 -1.5873 -1.3671 0.0 -0.1 0.1 0.177
H 0.4805 0.6021 -1.2431 0.5 0.8 0.9 0.345
H 0.8958 -0.2893 2.3566 -0.3 -0.3 -0.1 0.359
H 2.0551 2.0133 0.8723 0.0 0.1 -0.5 0.366
H 1.6768 1.9424 -1.6689 0.2 0.1 0.1 0.360
H -2.5017 -1.8593 0.0584 0.1 -0.1 0.0 0.394
H -1.8909 -0.6948 1.2542 0.0 -0.1 -0.1 0.315
H -2.0776 -0.2148 -0.4400 0.1 0.0 0.0 0.301
H -1.0203 2.4689 -0.3134 -0.3 -0.3 -0.5 0.241
H -0.0917 3.6039 -1.4156 0.2 0.2 0.2 0.273

=====

Record 4
20
Properties=species:S:1:pos:R:3:forces:R:3:mulliken_charge:R:1 method="wB97M-V/def2-TZVPD" fmax_ev_per_a=0.81 e_above_lowest_kcal_mol=48.8 smiles="[H]/N=C(/C)CC.C#CN" orbital_gap_ev=9.3 charge=0 e_lumo_ev=0.9 homo_ev=-8.39 total_energy_ha=-345.250044
C -0.0451 1.3345 -1.1429 0.0 -0.1 -0.3 -0.618
C 1.1537 0.0817 0.7250 0.1 -0.1 0.1 -1.247
C 1.0659 1.7918 -2.0911 -0.1 0.0 0.1 -1.053
C -1.6297 -1.5843 2.0669 -0.1 0.1 0.2 0.256
C 0.3157 0.0146 -0.5103 -0.1 0.5 0.1 0.950
N -1.1831 -2.5968 1.3108 0.2 -0.4 0.0 -0.561
C -2.0705 -0.6878 2.7319 0.2 -0.2 -0.2 -0.697
N -0.0306 -1.1179 -0.9450 -0.1 -0.8 -0.3 -0.786
H -0.7455 -2.2841 0.4432 0.1 -0.1 0.0 0.374
H -0.6020 -3.2527 1.8171 -0.1 0.0 -0.1 0.254
H -0.6164 -1.1009 -1.7780 0.0 0.3 0.0 0.171
H -2.5112 0.0692 3.3043 -0.2 0.5 0.4 0.437
H -0.1952 2.0844 -0.3646 -0.1 0.0 0.0 0.269
H -0.9760 1.2275 -1.7061 0.0 0.0 0.1 0.338
H 1.6289 -0.8762 0.9155 0.0 0.0 0.0 0.345
H 1.9094 0.8584 0.6384 0.1 0.1 0.0 0.379
H 0.5081 0.3222 1.5698 0.0 0.1 0.1 0.234
H 1.2305 1.0492 -2.8692 0.0 0.0 -0.1 0.308
H 1.9997 1.9346 -1.5523 0.1 0.0 0.0 0.310
H 0.7935 2.7327 -2.5633 0.0 0.1 0.0 0.338